Molecular formula: C32H77Br6O20P5
Method: DFT, ωB97M-V with the def2-TZVPD basis set

Geometry as XYZ:
```
140
Properties=species:S:1:pos:R:3:forces:R:3:lowdin_charge:R:1
C 0.944 -0.446 -5.133 0.0 0.5 -1.5 -1.19
Br 1.160 -0.041 -3.197 1.7 1.6 -10.0 1.01
Br 0.713 1.228 -6.195 -0.9 -1.3 -0.4 0.69
Br -0.460 -1.776 -5.673 1.1 2.8 0.5 0.88
H 1.867 -0.740 -5.633 -0.1 -0.6 0.8 -0.04
C 0.211 0.624 -1.057 -1.5 3.3 4.0 -0.90
Br 1.487 0.485 0.561 -19.2 -0.2 0.8 1.34
Br 0.250 2.441 -1.951 -4.8 -4.2 1.7 1.05
Br -1.693 0.220 -0.559 1.1 -2.0 -9.0 1.18
H 0.570 -0.130 -1.757 -1.6 -0.3 3.3 -0.25
C -8.185 -1.950 -1.111 -0.4 0.4 -1.8 -0.07
C -7.179 -2.446 -2.191 -1.8 -1.6 1.6 -0.27
O -5.888 -2.084 -1.776 1.4 0.0 0.5 -0.19
P -5.346 -2.548 -0.335 2.0 0.0 1.1 0.48
O -5.432 -4.007 -0.022 -1.0 2.1 0.0 -0.24
O -3.811 -2.092 -0.405 -0.7 0.2 -1.1 -0.24
C -2.753 -2.455 0.580 -3.3 -1.6 -1.1 -0.16
C -1.366 -2.264 -0.063 -14.2 0.7 10.6 -0.48
O -6.007 -1.439 0.718 1.3 -1.5 -1.4 -0.24
C -5.811 -0.002 0.570 -2.0 -0.2 2.9 -0.21
C -5.560 0.537 2.055 0.1 -0.7 -1.9 -0.06
H -7.928 -0.893 -1.041 -0.6 0.0 0.8 0.07
H -9.221 -2.102 -1.414 -0.1 0.4 -0.6 0.08
H -8.197 -2.535 -0.191 1.0 0.3 0.1 0.08
H -7.352 -3.521 -2.129 0.8 -0.4 -0.4 0.11
H -7.296 -2.188 -3.244 -0.2 0.7 0.4 0.12
H -2.977 -1.906 1.494 -1.2 -1.0 -1.8 0.05
H -2.821 -3.529 0.754 -0.5 -0.2 0.1 0.12
H -1.411 -2.146 -1.145 -7.2 3.6 1.5 0.09
H -0.773 -1.524 0.476 -3.6 -0.4 2.9 0.02
H -0.762 -3.134 0.196 -3.3 -0.5 3.3 0.13
H -5.229 0.376 -0.271 0.4 -0.5 0.3 0.12
H -6.841 0.345 0.500 0.0 0.2 -1.0 0.09
H -5.748 1.610 2.008 0.2 0.0 0.2 0.07
H -6.312 0.098 2.711 0.1 -0.2 -0.2 0.08
H -4.549 0.289 2.379 -0.4 -0.1 0.3 0.05
C 0.528 3.802 0.241 -1.8 0.6 1.6 -0.20
C 1.614 3.119 1.169 -0.5 2.5 -0.3 -0.33
O 1.033 2.930 2.447 0.7 -0.7 4.1 -0.21
P 1.977 2.686 3.831 -0.5 -0.8 -1.3 0.63
O 3.335 3.289 3.835 -1.7 -0.4 -0.1 -0.24
O 1.003 3.169 5.025 3.1 0.5 -1.5 -0.16
C -0.258 2.625 5.179 -1.8 0.1 0.2 -0.30
C -1.359 3.659 4.835 -0.8 -1.0 -1.1 -0.04
O 2.046 0.997 3.995 -0.7 4.2 -0.9 -0.23
C 3.311 0.449 4.259 0.0 -1.6 0.9 -0.29
C 3.170 -0.222 5.617 0.7 -1.3 -0.3 -0.06
H -0.311 3.187 -0.084 0.2 0.1 1.6 -0.05
H 0.003 4.661 0.659 0.5 0.3 0.7 0.10
H 0.905 4.014 -0.759 -1.0 1.4 2.0 -0.03
H 1.897 2.124 0.827 0.5 3.7 0.2 -0.08
H 2.485 3.771 1.241 -0.4 0.0 0.5 0.11
H -0.302 1.726 4.563 -0.4 0.2 0.3 0.06
H -0.359 2.350 6.228 0.1 -0.2 0.0 0.12
H -1.993 3.256 4.046 0.0 -0.4 -0.1 0.03
H -2.105 3.818 5.613 0.6 0.4 0.4 0.08
H -1.028 4.566 4.327 0.5 0.2 0.7 0.09
H 3.441 -0.360 3.541 0.2 -0.1 -0.2 0.10
H 4.173 1.109 4.154 -0.4 0.4 0.2 0.11
H 3.965 -0.963 5.701 0.9 0.6 0.6 0.07
H 3.056 0.436 6.478 0.2 -0.1 -0.2 0.09
H 2.395 -0.988 5.595 -0.9 0.7 -0.1 0.07
C 2.023 2.706 -3.971 3.6 1.8 -1.0 -0.30
C 3.188 3.739 -3.819 -1.9 0.4 0.5 -0.21
O 4.088 3.287 -2.802 0.2 -0.4 0.7 -0.19
P 3.828 3.459 -1.237 1.8 2.2 0.1 0.60
O 2.425 3.714 -0.781 6.3 -0.5 -3.5 -0.38
O 4.589 2.172 -0.642 -0.7 4.3 0.0 -0.18
C 4.495 0.947 -1.251 0.8 -3.0 0.6 -0.25
C 3.230 0.277 -0.740 6.7 -1.3 -5.9 -0.27
O 4.825 4.763 -0.855 -1.0 -2.3 -0.1 -0.19
C 6.111 4.513 -0.199 -0.3 -0.6 0.3 -0.24
C 5.877 4.591 1.344 0.3 1.0 -1.8 -0.05
H 2.606 1.789 -4.052 -0.4 -0.1 -0.9 0.02
H 1.442 2.574 -3.058 2.7 0.9 -2.6 -0.24
H 1.372 2.963 -4.807 0.5 0.0 0.5 -0.02
H 3.778 3.952 -4.710 0.0 -0.4 0.0 0.12
H 2.764 4.686 -3.485 0.1 0.3 -0.1 0.11
H 4.713 0.933 -2.319 -0.4 0.4 -0.2 0.12
H 5.366 0.482 -0.790 0.0 -0.8 -0.2 0.13
H 2.384 0.518 -1.385 1.0 0.6 -0.1 -0.04
H 3.292 -0.807 -0.835 0.3 -0.3 0.1 0.10
H 2.749 0.481 0.216 11.3 0.6 -2.7 -0.28
H 6.463 3.550 -0.567 0.0 -0.3 0.5 0.10
H 6.863 5.182 -0.619 -0.4 0.7 0.3 0.11
H 5.432 5.571 1.512 -0.5 -0.1 0.0 0.08
H 5.177 3.799 1.611 0.4 0.1 0.5 0.06
H 6.802 4.701 1.911 0.1 -0.9 0.0 0.07
C 0.018 -2.396 -0.884 15.9 -4.2 -10.5 -0.31
C 0.980 -2.338 -2.142 0.0 -1.0 1.1 -0.32
O 1.574 -3.600 -2.439 -0.4 -1.8 -1.0 -0.15
P 1.336 -4.281 -3.923 1.4 -0.8 2.5 0.46
O 1.910 -5.655 -4.064 -1.0 2.1 0.1 -0.23
O 2.027 -3.197 -4.871 -4.1 0.0 1.1 -0.32
C 3.373 -2.977 -4.868 1.6 -2.3 -3.3 -0.24
C 3.587 -3.217 -6.443 1.2 1.6 0.8 -0.04
O -0.224 -4.100 -4.085 0.8 0.2 1.0 -0.28
C -0.874 -4.591 -5.255 -0.1 -0.9 0.7 -0.33
C -2.347 -4.148 -5.237 0.4 -0.1 -1.1 -0.09
H -0.310 -1.450 -0.453 5.0 0.8 -4.0 -0.03
H -0.867 -2.994 -1.100 6.8 -4.2 -4.5 0.10
H 0.577 -2.864 -0.074 1.5 -0.6 -1.3 0.11
H 0.483 -1.955 -3.034 -0.3 -1.4 0.6 -0.01
H 1.780 -1.645 -1.883 0.4 -1.0 -0.1 0.02
H 3.621 -2.006 -4.439 0.3 -0.1 -0.1 0.12
H 3.819 -3.870 -4.430 0.7 0.6 0.7 0.11
H 4.614 -3.079 -6.780 0.2 -0.1 0.1 0.07
H 3.238 -4.199 -6.761 0.0 0.1 0.5 0.08
H 3.021 -2.449 -6.970 -0.2 -0.1 -0.1 0.06
H -0.227 -4.226 -6.053 -0.9 -0.2 -0.7 0.07
H -0.757 -5.672 -5.179 -0.3 -0.1 -0.4 0.12
H -2.881 -4.205 -4.289 0.5 -0.2 0.2 0.09
H -2.443 -3.127 -5.608 -0.2 -0.1 0.1 -0.01
H -2.884 -4.770 -5.952 -0.1 -0.1 0.0 0.08
C -2.572 0.404 5.910 0.2 -1.3 -0.8 -0.03
C -1.923 -0.888 5.392 -1.9 -1.3 0.7 -0.29
O -0.872 -0.642 4.516 1.8 0.8 -2.3 -0.19
P -0.955 -0.372 2.893 -1.3 -2.2 0.9 0.67
O -1.892 -1.451 2.282 5.3 5.0 5.0 -0.29
O -1.403 1.154 2.737 0.6 -2.0 1.3 -0.20
C -1.778 1.770 1.489 -1.3 1.3 1.7 -0.34
C -3.167 2.413 1.668 1.1 0.7 0.7 -0.04
O 0.625 -0.359 2.375 -4.9 -3.3 3.7 -0.45
C 1.267 -1.582 1.917 2.0 -2.0 3.2 -0.34
C 1.058 -2.806 2.843 -0.7 -0.1 0.0 -0.03
H -2.193 1.158 5.220 -0.1 0.4 0.7 0.04
H -3.646 0.342 5.740 0.0 0.1 0.4 0.08
H -2.295 0.468 6.962 -0.2 0.9 -0.2 0.08
H -1.638 -1.582 6.183 1.3 0.7 0.5 0.12
H -2.640 -1.620 5.022 -0.5 0.6 -1.3 0.11
H -0.932 2.410 1.237 -0.7 0.0 0.2 0.07
H -1.899 1.004 0.724 -0.1 3.2 5.0 -0.24
H -3.647 2.721 0.739 0.1 -0.3 -0.2 0.09
H -3.820 1.745 2.230 0.6 0.5 -0.4 0.02
H -3.067 3.329 2.252 -0.1 0.2 0.1 0.07
H 1.213 -1.976 0.902 -0.7 1.1 0.4 0.06
H 2.304 -1.256 2.003 0.3 -0.4 0.0 0.09
H 0.720 -2.573 3.852 -0.5 0.3 -0.2 0.07
H 0.330 -3.420 2.312 -0.4 -0.2 0.6 0.07
H 1.880 -3.483 3.075 0.7 0.4 -0.8 0.08
```
Positions in Å, forces in eV/Å.

Calculated values
Multiplicity   1
LUMO level   -1.15 eV
Relative energy (zero: lowest compared OMol25 entry of this formula, charge and spin)   1065.3 kcal/mol
Total energy   -19919.8506 hartree